1.
Computed, not measured: an isolated molecule of C7H9N3O3, with wB97M-V/def2-TZVPD.

Kohn-Sham gap ... 7.96 eV
Multiplicity ... 1
SMILES string ... CC(=O)\C(O)=N/C=C\N=C\C(N)=O
LUMO energy ... -0.49 eV
Energy above the lowest of the compared OMol25 structures with the same formula, charge and spin ... 315.8 kJ/mol

Geometry (Å):
C1 -0.412 1.292 0.701
H1 -3.415 -1.675 -1.499
N1 4.529 0.323 0.194
H2 -1.426 -2.314 1.567
H3 0.746 2.787 0.072
H4 -4.517 -0.995 -0.150
N2 -0.721 -0.002 1.007
O1 3.945 -1.704 -0.581
C2 0.729 1.685 0.121
H5 -1.012 2.077 1.182
H6 5.517 0.088 0.366
H7 1.533 -0.904 -0.627
O2 -2.685 1.172 -0.711
O3 -2.000 -1.898 0.998
H8 4.101 1.203 0.323
C3 -3.768 -0.806 -0.912
C4 2.195 -0.095 -0.360
C5 -2.703 0.028 -0.349
H9 -4.421 -0.207 -1.558
C6 3.589 -0.552 -0.320
N3 1.931 1.135 -0.065
C7 -1.733 -0.638 0.600

2.
Computed, not measured: a structure of composition C12H48FN24O12Ti, with wB97M-V/def2-TZVPD.

Kohn-Sham gap (alpha / beta) ... 3.97 / 7.53 eV
Multiplicity ... 4
LUMO energy (alpha / beta) ... -0.57 / -0.67 eV

Geometry (Å):
O1 0.585 -2.064 3.138
N1 0.692 -3.759 4.646
H1 1.663 -3.665 4.907
N2 4.058 -1.485 -0.409
H2 2.001 2.653 1.884
N3 1.143 3.031 1.508
C1 -2.040 1.747 -3.156
O2 1.670 5.546 -1.449
C2 0.795 4.299 1.748
H3 -1.773 -2.618 3.530
H4 -1.213 4.958 -2.523
H5 -2.769 -0.060 4.232
H6 1.042 -2.315 -1.337
N4 -2.111 0.733 -2.405
H7 3.755 2.198 -0.981
C3 3.111 0.997 -2.405
H8 -0.972 3.528 1.366
H9 -2.905 0.123 -2.538
O3 2.003 -1.024 -4.909
H10 1.440 -0.030 -1.832
N5 -3.624 1.550 0.786
H11 2.734 -0.694 2.272
N6 -1.137 -3.257 3.985
Ti1 -0.455 -0.129 1.746
H12 -4.447 1.817 0.266
H13 2.722 -3.167 -4.956
N7 -5.056 -1.223 2.475
N8 -3.169 1.862 -3.864
H14 -2.059 -2.014 -3.317
O4 0.908 0.896 3.313
H15 -5.792 -1.130 3.160
H16 0.458 2.446 1.052
C4 0.129 -2.961 3.827
H17 -1.036 5.218 1.784
H18 -0.261 6.479 -2.701
H19 1.943 -0.801 4.829
N9 -1.778 -2.203 -2.366
H20 4.838 -2.057 -0.697
N10 -2.602 3.010 -0.424
H21 0.140 -4.571 4.885
O5 1.392 5.229 2.156
C5 -2.467 2.085 0.484
N11 2.474 0.056 4.762
F1 0.328 -0.890 -0.313
N12 1.476 -3.984 0.417
H22 -0.942 -1.818 -1.950
H23 -3.562 3.142 -0.711
H24 1.992 -0.330 -3.393
H25 1.140 -3.910 -4.682
N13 -0.029 -2.055 -4.759
H26 -0.535 -1.183 -4.703
N14 2.919 -0.740 1.280
H27 -2.472 -3.038 0.557
O6 -1.367 1.661 0.815
O7 -2.927 -0.923 1.941
N15 -0.499 4.411 1.499
H28 1.953 -4.628 1.032
N16 2.166 0.136 -2.514
N17 3.090 1.493 -1.264
H29 3.388 -1.213 -1.114
H30 1.380 -3.471 -2.681
O8 3.739 1.432 -3.369
N18 1.280 -3.224 -1.707
H31 -1.319 0.506 -1.820
C6 1.973 1.048 4.000
C7 0.641 5.036 -1.854
C8 -2.461 -2.760 -1.406
O9 -3.526 -3.233 -1.657
C9 -3.812 -0.869 2.740
H32 -1.299 -4.243 4.132
H33 3.424 2.287 4.672
H34 2.465 1.028 -0.622
H35 1.207 -3.062 0.728
H36 -3.926 1.198 -3.781
C10 4.070 -1.273 0.907
N19 2.597 2.175 4.103
H37 2.058 2.992 3.855
N20 0.380 3.798 -1.624
H38 -5.184 -1.521 1.519
N21 -1.918 -2.754 -0.238
N22 1.744 -3.102 -4.710
H39 2.132 -0.769 0.648
H40 -1.055 -2.234 -0.162
C11 1.488 -4.286 -0.900
H41 -0.189 3.364 -2.336
H42 3.226 0.298 5.392
H43 -4.339 0.479 4.069
N23 -0.377 5.516 -2.418
H44 -3.411 0.584 0.992
H45 1.094 3.354 -1.063
H46 -1.876 3.568 -0.850
O10 5.059 -1.670 1.545
O11 1.800 -5.441 -1.200
O12 -1.064 2.397 -3.210
N24 -3.674 -0.241 3.821
H47 -0.463 -2.962 -4.664
H48 -3.268 2.646 -4.492
C12 1.255 -1.963 -4.969

3.
Computed, not measured: a cluster of 4 separate species, CH10N2O4 in total, with wB97M-V/def2-TZVPD.

Kohn-Sham gap ... 10.49 eV
Multiplicity ... 1
SMILES string ... NC(N)=O.O.O.O
LUMO energy ... 0.51 eV
Energy above the lowest of the compared OMol25 structures with the same formula, charge and spin ... 90.8 kJ/mol

Geometry (Å):
O1 -2.130 0.949 1.668
H1 -1.884 4.459 -0.095
C1 1.882 -1.622 0.318
H2 3.793 -1.403 -0.189
H3 0.194 -1.714 1.209
H4 3.069 0.051 0.463
N1 2.995 -0.850 0.043
O2 -1.787 3.617 -0.476
N2 0.884 -1.003 1.043
H5 -1.364 3.685 -1.304
H6 1.013 -0.419 1.831
O3 1.766 -2.743 -0.135
H7 -1.337 -0.072 -2.111
H8 -2.421 -0.089 -3.081
H9 -2.983 0.914 1.227
H10 -1.623 1.481 1.053
O4 -2.262 0.208 -2.203

4.
Computed, not measured: a cluster of 2 separate species, C6H15O2 in total, with wB97M-V/def2-TZVPD.

Kohn-Sham gap (alpha / beta) ... 10.91 / 8.37 eV
Multiplicity ... 2
LUMO energy (alpha / beta) ... 0.78 / -1.53 eV
Energy above the lowest of the compared OMol25 structures with the same formula, charge and spin ... 90.3 kJ/mol

Geometry (Å):
H1 0.221 -0.376 -1.299
C1 -0.295 -0.526 1.338
H2 -0.858 2.319 -1.981
H3 0.584 1.513 -2.705
H4 1.802 0.820 1.892
C2 1.734 0.650 0.817
H5 1.453 -1.549 -0.943
H6 2.214 -0.296 0.544
C3 -0.171 0.573 -0.964
O1 2.143 -2.077 -1.373
H7 -2.276 -1.573 1.828
C4 0.109 1.851 -1.800
H8 2.461 1.357 0.398
H9 -0.239 1.566 0.977
H10 0.800 2.564 -1.331
H11 2.027 -2.952 -0.968
H12 0.029 -1.498 0.943
C5 -1.999 -0.579 1.453
O2 -2.609 -0.256 0.321
H13 -2.045 0.131 2.281
C6 0.232 0.674 0.539
H14 -1.265 0.610 -0.913
H15 -0.069 -0.586 2.394

Number 1: F_max 4.76 eV/A. Number 2: F_max 8.47 eV/A. Number 3: F_max 2.42 eV/A. Number 4: F_max 2.62 eV/A.